This record from OMol25 describes a structure of composition C14H26N5O8P2RhS at a distorted geometry. The level of theory is wB97M-V/def2-TZVPD.

Element x y z (Å)
Rh (-0.126, 0.348, 0.308)
C (3.220, 3.258, -1.841)
C (2.430, 2.520, -0.772)
O (2.758, 3.043, 0.513)
P (2.886, 0.758, -0.647)
O (3.025, 0.236, -2.110)
O (4.339, 0.650, -0.076)
O (1.901, 0.015, 0.242)
P (0.598, 2.518, -0.998)
O (0.134, 3.746, -1.846)
O (0.175, 1.230, -1.688)
O (0.058, 2.432, 0.440)
H (4.288, 3.146, -1.656)
H (2.974, 4.318, -1.792)
H (2.991, 2.883, -2.837)
H (1.965, 3.016, 1.070)
H (3.112, -0.713, -2.266)
H (4.477, 0.881, 0.852)
H (0.106, 4.620, -1.430)
N (-4.154, 1.118, 0.620)
C (-3.140, 0.942, -0.225)
N (-2.076, 0.641, 0.498)
C (-2.508, 0.674, 1.792)
N (-3.775, 0.957, 1.903)
C (-1.495, 0.431, 2.815)
C (-1.694, 0.305, 4.178)
N (-0.681, 0.064, 5.002)
C (0.529, -0.045, 4.476)
C (0.761, 0.067, 3.109)
N (-0.259, 0.312, 2.296)
H (-5.111, 1.363, 0.407)
H (-3.195, 1.037, -1.297)
H (-2.688, 0.396, 4.600)
H (1.351, -0.240, 5.153)
H (1.738, -0.039, 2.663)
C (0.709, -4.738, -2.693)
C (1.344, -4.607, -1.312)
C (0.403, -4.067, -0.236)
S (-0.243, -2.448, -0.713)
O (-0.394, -1.647, 0.626)
C (-1.933, -2.820, -1.246)
C (-2.967, -2.919, -0.127)
C (-2.890, -4.184, 0.720)
H (1.433, -5.127, -3.406)
H (0.360, -3.778, -3.086)
H (-0.136, -5.429, -2.679)
H (2.241, -3.986, -1.354)
H (1.664, -5.592, -0.970)
H (0.924, -3.866, 0.702)
H (-0.428, -4.741, -0.041)
H (-1.840, -3.750, -1.810)
H (-2.179, -2.027, -1.954)
H (-3.943, -2.853, -0.612)
H (-2.877, -2.043, 0.521)
H (-2.863, -5.080, 0.098)
H (-3.766, -4.261, 1.362)
H (-2.015, -4.185, 1.371)

Values from the calculation:
* multiplicity: 1
* net charge: +2
* energy: -71183.0390 eV
* LUMO energy: -6.648 eV
* molecular weight: 589.3 Da
* gap between HOMO and LUMO: 9.26 eV



This record from OMol25 describes an isolated molecule of C5H8O2. The level of theory is wB97M-V/def2-TZVPD.

Element x y z (Å)
C (0.592, 1.538, 0.490)
C (0.511, 0.225, 0.280)
C (1.733, -0.651, 0.219)
C (-0.832, -0.505, 0.158)
O (-0.720, -1.701, -0.561)
C (-1.851, 0.387, -0.534)
O (-2.300, 0.086, -1.616)
H (-0.276, 2.184, 0.603)
H (1.557, 2.034, 0.565)
H (2.643, -0.045, 0.176)
H (1.696, -1.324, -0.640)
H (1.780, -1.274, 1.121)
H (-1.203, -0.731, 1.172)
H (-1.168, -1.537, -1.411)
H (-2.162, 1.314, -0.023)

Values from the calculation:
* multiplicity: 1
* net charge: 0
* SMILES: C=C(C)[C@H](O)C=O
* energy: -9408.5269 eV
* LUMO energy: 0.858 eV
* molecular weight: 100.1 Da
* gap between HOMO and LUMO: 10.65 eV



Highest occupied orbital energy for every record listed, in sequence, given in eV: -15.90; -9.79.